1.
{"formula": "C27H86N12O16", "method": "the ωB97M-V functional and the def2-TZVPD basis", "symbols": ["C", "O", "N", "N", "H", "H", "H", "H", "C", "O", "N", "N", "H", "H", "H", "H", "C", "O", "N", "N", "H", "H", "H", "H", "C", "O", "N", "N", "H", "H", "H", "H", "C", "O", "N", "N", "H", "H", "H", "H", "C", "O", "N", "N", "H", "H", "H", "H", "C", "C", "C", "O", "H", "H", "H", "H", "H", "H", "H", "H", "C", "C", "C", "O", "H", "H", "H", "H", "H", "H", "H", "H", "C", "C", "C", "O", "H", "H", "H", "H", "H", "H", "H", "H", "C", "C", "C", "O", "H", "H", "H", "H", "H", "H", "H", "H", "C", "C", "C", "O", "H", "H", "H", "H", "H", "H", "H", "H", "C", "C", "C", "O", "H", "H", "H", "H", "H", "H", "H", "H", "C", "C", "C", "O", "H", "H", "H", "H", "H", "H", "H", "H", "O", "H", "H", "O", "H", "H", "O", "H", "H"], "coordinates": [[2.38576, -3.05723, 2.95717], [1.30537, -3.49220, 2.53297], [2.81483, -1.84935, 2.67035], [3.00114, -3.81693, 3.79310], [3.60084, -1.42894, 3.12356], [2.22578, -1.40349, 1.99120], [2.45476, -4.65276, 3.92459], [3.92410, -3.62839, 4.15821], [-1.23297, 3.30684, 1.43554], [-0.13737, 3.42238, 1.98651], [-1.20141, 3.38955, 0.15954], [-2.31781, 3.21164, 2.18602], [-2.06177, 3.53676, -0.30683], [-0.26131, 3.47228, -0.19252], [-2.12310, 3.31725, 3.18064], [-3.28464, 3.20794, 1.90532], [0.38754, 0.12389, 5.69004], [-0.58306, -0.52360, 5.33586], [0.22736, 0.73401, 6.82549], [1.39496, 0.16203, 4.84154], [-0.47405, 0.25361, 7.37114], [1.03127, 1.15771, 7.26768], [2.20161, 0.76801, 4.92780], [1.21344, 0.05679, 3.85593], [2.67880, 4.04413, 0.00188], [1.86539, 3.35651, -0.66196], [3.87603, 4.36820, -0.46165], [2.41706, 4.45883, 1.24825], [4.10767, 3.67931, -1.17633], [4.57874, 4.39210, 0.27142], [2.69947, 5.40631, 1.38652], [1.45317, 4.21848, 1.54008], [1.00064, -1.27801, -5.13370], [0.92555, -2.11444, -5.98583], [1.76320, -0.15203, -5.38299], [0.27705, -1.39598, -4.01028], [2.44368, -0.18620, -6.13970], [2.09484, 0.40530, -4.58634], [0.15449, -0.60214, -3.40351], [-0.20020, -2.28722, -3.83049], [4.25182, 1.22491, 3.85053], [4.82374, 0.14335, 3.91973], [3.67988, 1.55128, 2.68648], [4.14628, 2.01816, 4.94829], [3.19940, 2.42897, 2.51882], [3.31462, 0.77196, 2.13835], [4.04513, 3.01743, 4.76312], [4.84716, 1.74791, 5.64502], [5.96058, 0.20768, -2.25077], [4.48863, 0.43711, -1.81211], [4.18633, -0.08471, -0.39783], [4.13576, 1.79397, -1.84510], [6.12072, 0.77492, -3.19310], [6.18280, -0.83545, -2.42056], [6.67862, 0.56722, -1.50139], [3.93982, -0.04602, -2.61676], [4.10732, -1.17423, -0.44149], [3.16258, 0.21902, -0.12841], [4.87326, 0.21045, 0.41894], [3.22954, 1.90731, -1.55520], [1.42418, -5.84352, -1.53788], [1.77177, -4.74962, -0.55669], [2.67485, -3.63363, -1.02820], [0.60433, -4.13495, -0.07042], [0.80749, -5.41290, -2.34234], [0.82638, -6.65351, -1.16417], [2.32950, -6.10957, -2.09877], [2.26923, -5.22037, 0.29819], [3.47301, -4.01451, -1.63016], [2.99524, -3.03586, -0.15826], [2.08542, -2.95215, -1.66733], [0.78868, -3.71382, 0.81144], [-5.64715, 1.90530, 2.43152], [-5.35640, 1.26707, 1.07259], [-5.73166, -0.25989, 1.06759], [-6.10407, 1.86170, 0.03769], [-5.64152, 3.00671, 2.24098], [-4.81651, 1.81750, 3.14390], [-6.56742, 1.66894, 2.96732], [-4.29519, 1.30032, 0.81743], [-6.74778, -0.45548, 1.40432], [-5.05557, -0.85021, 1.67923], [-5.74670, -0.64767, 0.05157], [-6.20718, 2.82386, 0.05245], [-2.21761, -4.69189, -2.32709], [-2.59925, -3.28532, -1.96215], [-3.40337, -3.11366, -0.69018], [-1.27760, -2.54354, -1.79953], [-1.70944, -5.10386, -1.44135], [-1.53330, -4.77432, -3.18122], [-3.05761, -5.37427, -2.53326], [-2.99343, -2.75252, -2.82244], [-2.89051, -3.60013, 0.12059], [-4.43373, -3.48300, -0.84492], [-3.44486, -2.06806, -0.40962], [-0.67274, -3.06743, -1.23121], [1.66887, 4.63448, -4.18047], [0.50573, 3.63940, -3.93621], [-0.27666, 3.25844, -5.26395], [0.93944, 2.43190, -3.28138], [2.20148, 4.94868, -3.30254], [1.21226, 5.57380, -4.53931], [2.43029, 4.21037, -4.85954], [-0.27959, 4.13105, -3.35104], [-1.18217, 2.65740, -5.12369], [0.31960, 2.72769, -6.00229], [-0.60739, 4.16972, -5.76723], [1.42965, 2.69804, -2.48055], [-1.15938, -0.60629, 1.59829], [0.12230, -0.39935, 0.80644], [0.09086, 0.16686, -0.65230], [1.06938, 0.28585, 1.57801], [-0.94653, -1.22967, 2.46509], [-1.89513, -1.24877, 1.11094], [-1.62979, 0.28623, 2.00050], [0.59519, -1.40238, 0.73996], [-0.68661, -0.33234, -1.23688], [1.06780, -0.04393, -1.07914], [-0.02482, 1.24897, -0.70121], [1.10712, 1.21415, 1.30407], [-3.46622, 0.14140, -4.36362], [-3.71636, 0.29967, -2.81072], [-3.25120, 1.64064, -2.26899], [-5.03598, 0.03264, -2.48805], [-2.42839, 0.43501, -4.58896], [-4.08966, 0.78223, -5.01016], [-3.51004, -0.86232, -4.79408], [-3.10089, -0.40928, -2.20868], [-3.72154, 2.42852, -2.85834], [-2.17418, 1.81465, -2.37020], [-3.52158, 1.71555, -1.19884], [-5.43052, 0.46514, -1.72576], [-1.06677, -3.02539, 4.07652], [-0.83079, -2.22247, 4.54609], [-0.26135, -3.33211, 3.64358], [-3.76234, -2.06794, 3.39079], [-2.92636, -2.54702, 3.51163], [-4.42342, -2.61005, 3.81634], [-3.23129, 0.64737, 4.39317], [-2.42295, 0.22175, 4.76387], [-3.60038, -0.13619, 3.97642]], "charge": 0, "multiplicity": 1, "largest_force_ha_per_bohr": 0.0753, "homo_lumo_gap_ev": 8.82, "energy_ev": -80041.66610}

2.
{"formula": "C18H27NO4S", "method": "the ωB97M-V functional and the def2-TZVPD basis", "symbols": ["C", "H", "H", "H", "C", "C", "H", "H", "H", "C", "H", "H", "H", "C", "O", "N", "C", "H", "C", "H", "H", "C", "O", "H", "C", "H", "C", "H", "H", "H", "C", "H", "H", "S", "O", "O", "C", "C", "C", "C", "C", "C", "C", "H", "H", "H", "H", "H", "H", "H", "H"], "coordinates": [[-3.88074, -1.51809, 0.82129], [-4.07040, -1.98942, -0.14029], [-3.21626, -2.15864, 1.39198], [-4.82369, -1.46239, 1.36202], [-3.33310, -0.09987, 0.61732], [-2.72611, 0.47356, 1.90489], [-2.39978, 1.49717, 1.73314], [-1.87507, -0.09900, 2.26444], [-3.48033, 0.48278, 2.68958], [-4.51348, 0.79866, 0.22008], [-5.00396, 0.40510, -0.66635], [-5.23638, 0.85045, 1.03078], [-4.16601, 1.80165, -0.00978], [-2.31404, -0.01709, -0.53483], [-2.41591, 0.85504, -1.38245], [-1.32260, -0.93555, -0.66358], [-0.77335, -1.84002, 0.32066], [-1.27349, -1.70699, 1.27408], [0.71521, -1.53516, 0.49121], [1.12260, -2.10598, 1.32610], [0.81253, -0.47295, 0.70683], [1.50831, -1.87944, -0.78645], [2.05712, -3.17145, -0.70844], [2.71252, -3.16926, 0.00889], [0.54554, -1.86673, -1.98885], [0.07368, -2.84729, -2.04647], [-0.50070, -0.77339, -1.86155], [-0.02657, 0.21675, -1.84038], [-1.16786, -0.78312, -2.72866], [1.10930, -1.72191, -2.90999], [2.62236, -0.85298, -1.01583], [2.23816, 0.13532, -1.24587], [3.28709, -1.18508, -1.81121], [3.72171, -0.68737, 0.43602], [3.64933, -1.91447, 1.19814], [5.01628, -0.30079, -0.05103], [3.11592, 0.68422, 1.51748], [2.43469, 1.71659, 0.69280], [3.14475, 2.35777, -0.32004], [2.50830, 3.25416, -1.15946], [1.15643, 3.51775, -1.00211], [0.44758, 2.89996, 0.01354], [1.08455, 2.00911, 0.86102], [0.52971, 1.54891, 1.66685], [-0.60499, 3.10200, 0.13739], [0.65636, 4.20449, -1.66723], [3.06688, 3.74327, -1.94309], [4.19163, 2.12842, -0.45076], [4.03174, 1.05303, 1.97463], [2.47497, 0.23727, 2.27132], [-0.91047, -2.87902, 0.00223]], "charge": 0, "multiplicity": 1, "largest_force_ha_per_bohr": 0.0163, "homo_lumo_gap_ev": 9.77, "e_above_lowest_kj_mol": 46.8, "energy_ev": -39619.99316}

3.
{"formula": "C42H58BrCl2GeN7O8PRbS", "method": "the ωB97M-V functional and the def2-TZVPD basis", "symbols": ["Rb", "O", "C", "O", "C", "O", "C", "C", "O", "O", "H", "H", "H", "H", "H", "O", "H", "H", "H", "Cl", "C", "Cl", "C", "O", "O", "H", "Br", "C", "C", "C", "C", "N", "C", "H", "H", "H", "H", "Ge", "C", "C", "C", "C", "C", "C", "C", "C", "C", "C", "C", "C", "H", "H", "H", "H", "H", "H", "H", "H", "H", "H", "H", "N", "P", "N", "C", "C", "C", "C", "C", "N", "C", "C", "C", "C", "C", "N", "C", "C", "C", "C", "C", "H", "H", "H", "H", "H", "H", "H", "H", "H", "H", "H", "H", "H", "H", "H", "H", "H", "H", "H", "H", "H", "H", "H", "H", "H", "H", "H", "H", "H", "H", "S", "C", "N", "C", "C", "C", "N", "H", "H", "H", "H"], "coordinates": [[12.83243, 12.05944, 10.43877], [15.76496, 12.93554, 14.63879], [15.34614, 12.50579, 13.46962], [14.29825, 11.91873, 13.37092], [16.21840, 12.76877, 12.27915], [15.62243, 12.09066, 11.11876], [16.23789, 10.83765, 10.89289], [16.09006, 10.41999, 9.42604], [15.52606, 11.24218, 8.66163], [16.38100, 9.24529, 9.18289], [14.93362, 12.76359, 15.20369], [17.22611, 12.38036, 12.51734], [16.14908, 13.86881, 12.06478], [15.76009, 10.13694, 11.55466], [17.24040, 10.88739, 11.08980], [6.90107, 19.00270, 5.95171], [7.36804, 18.09653, 5.89614], [5.98755, 18.73386, 6.05398], [12.52679, 10.27578, 13.13285], [9.99036, 13.08892, 6.44585], [9.00901, 14.47738, 6.93561], [7.39244, 13.94742, 7.51897], [8.81412, 15.47384, 5.73219], [8.59450, 16.65256, 6.14133], [8.99050, 15.09937, 4.57021], [9.66637, 15.04201, 7.70243], [12.39699, 17.73391, 13.38384], [12.50609, 16.83354, 11.67892], [13.57636, 15.96999, 11.49718], [13.47144, 15.23461, 10.34895], [12.38736, 15.31459, 9.52526], [11.31598, 16.14270, 9.71246], [11.40919, 16.88975, 10.85350], [14.38198, 15.92304, 12.24699], [14.22673, 14.51332, 10.03890], [12.42063, 14.75977, 8.55957], [10.53893, 17.58240, 11.12506], [11.63056, 14.76641, 19.91343], [13.62180, 14.56756, 19.71921], [14.19108, 13.32133, 19.44285], [15.56399, 13.17641, 19.27108], [16.37485, 14.31408, 19.15961], [15.77754, 15.55473, 19.34205], [14.44274, 15.64724, 19.76660], [11.22497, 16.71746, 19.45861], [10.16149, 17.32630, 20.15624], [9.93508, 18.66507, 20.14072], [10.74230, 19.49486, 19.34474], [11.77810, 18.96398, 18.62668], [11.98551, 17.59368, 18.61729], [11.72227, 15.05548, 21.58555], [13.60987, 12.40896, 19.37374], [16.01977, 12.19049, 19.18869], [17.42745, 14.23523, 18.80186], [16.31390, 16.50828, 19.34019], [14.09197, 16.62034, 20.01705], [9.60133, 16.78909, 20.90828], [9.27548, 19.25670, 20.81292], [10.50822, 20.64003, 19.42957], [12.33452, 19.63502, 17.89479], [12.77175, 17.12860, 17.90074], [11.61375, 10.11037, 12.77454], [10.53196, 10.66466, 13.68598], [8.98785, 10.54375, 12.87579], [8.55754, 11.36715, 11.70680], [7.69129, 10.61620, 10.74538], [6.44983, 10.11499, 11.61010], [7.01278, 9.39003, 13.01516], [7.89264, 10.31837, 13.85164], [10.55600, 12.28670, 14.18313], [9.28515, 13.08584, 14.23362], [9.34540, 14.56014, 13.91036], [10.46646, 15.21767, 14.85042], [11.74700, 14.41893, 14.59142], [11.53395, 12.92339, 15.06742], [10.56990, 9.80079, 15.01931], [11.28520, 8.41263, 15.02949], [11.73917, 8.00745, 16.45459], [11.87752, 9.19598, 17.41994], [10.40326, 9.96982, 17.64580], [9.70759, 9.88126, 16.29735], [9.44498, 11.57424, 11.05409], [8.12969, 12.26578, 11.88203], [8.31648, 9.97460, 10.24344], [7.18750, 11.20228, 9.88369], [5.85557, 9.47676, 11.19841], [5.96002, 10.97973, 11.94955], [7.62367, 8.25429, 12.74301], [5.62608, 9.16762, 13.68513], [8.08944, 9.45054, 14.81017], [7.32718, 11.12032, 14.23814], [8.90080, 13.22471, 15.28799], [8.53155, 12.45410, 13.66117], [8.48320, 14.82471, 14.10145], [9.55637, 14.72236, 12.79895], [9.96300, 15.24314, 15.86851], [10.29859, 16.26625, 14.61660], [12.45425, 14.99719, 15.27097], [12.07293, 14.45014, 13.50140], [11.08968, 13.18204, 16.06253], [12.51359, 12.38020, 15.06565], [12.03640, 8.62922, 14.40692], [10.91127, 7.39274, 14.71919], [12.97917, 7.78198, 16.42912], [11.08219, 7.01591, 16.85677], [12.64450, 10.02122, 17.14816], [12.29011, 8.86841, 18.45952], [10.51976, 11.19840, 17.72541], [9.75017, 9.56946, 18.24539], [9.05000, 10.58865, 16.23191], [9.15568, 8.79706, 16.26255], [6.35738, 20.98788, 8.77451], [7.86268, 20.34924, 8.98279], [8.03175, 19.00963, 8.83432], [9.23430, 18.47364, 8.46400], [10.29945, 19.33766, 8.44601], [10.11117, 20.63448, 8.90741], [8.94245, 21.09582, 9.16213], [7.18640, 18.41090, 8.94450], [9.31994, 17.45434, 8.09591], [11.20646, 19.09420, 7.87148], [10.91906, 21.35857, 9.13088]], "charge": -2, "multiplicity": 1, "largest_force_ha_per_bohr": 0.2038, "homo_lumo_gap_ev": 5.13, "energy_ev": -243679.74585}

4.
{"formula": "C34H32Cl2N6O2PRbSSbSe4", "method": "the ωB97M-V functional and the def2-TZVPD basis", "symbols": ["Rb", "C", "C", "C", "C", "N", "C", "C", "C", "C", "C", "C", "N", "C", "C", "C", "C", "C", "N", "H", "H", "H", "H", "H", "H", "H", "H", "H", "H", "H", "Cl", "C", "C", "C", "Cl", "C", "O", "C", "C", "O", "C", "H", "H", "H", "C", "N", "C", "C", "N", "C", "S", "C", "C", "C", "C", "C", "N", "H", "H", "H", "H", "H", "H", "H", "H", "H", "Se", "Sb", "Se", "Se", "Se", "C", "P", "C", "C", "H", "H", "H", "H", "H", "H", "H", "H", "H"], "coordinates": [[-0.09154, -0.21663, 0.22859], [0.62913, 0.35355, 4.74002], [1.68915, -0.49427, 5.01948], [2.74829, -0.55996, 4.12848], [2.70206, 0.22555, 2.98121], [1.68069, 1.03378, 2.70103], [0.67588, 1.09179, 3.56690], [3.80049, 0.18598, 1.98348], [5.13790, 0.34108, 2.33832], [6.09704, 0.27577, 1.34206], [5.70310, 0.04099, 0.03489], [4.34553, -0.09891, -0.21728], [3.42194, -0.01730, 0.73129], [3.81891, -0.36950, -1.57051], [4.31711, 0.29234, -2.67704], [3.80457, 0.03558, -3.93295], [2.74598, -0.84567, -4.05127], [2.23850, -1.43969, -2.92072], [2.77295, -1.22820, -1.70306], [-0.21415, 0.43977, 5.41166], [1.68564, -1.10107, 5.91634], [3.58247, -1.22799, 4.29656], [-0.13541, 1.76320, 3.30522], [5.41145, 0.51754, 3.37036], [7.14629, 0.38750, 1.58215], [6.41552, -0.10257, -0.76522], [5.13553, 0.98324, -2.53667], [4.22862, 0.50832, -4.80813], [2.29796, -1.07765, -5.00488], [1.41863, -2.14000, -2.96134], [-4.64139, -1.86617, 6.50872], [-3.81199, -1.22914, 5.11297], [-4.34309, -0.10501, 4.46403], [-3.70665, 0.39042, 3.36247], [-4.36128, 1.78147, 2.55643], [-2.49587, -0.17208, 2.79751], [-1.95610, 0.32027, 1.77686], [-1.99714, -1.31597, 3.52375], [-0.78156, -1.99057, 3.12961], [-0.08022, -1.75630, 2.16109], [-2.66554, -1.81200, 4.65407], [-5.24029, 0.36477, 4.84243], [-0.49188, -2.80960, 3.82259], [-2.25446, -2.67480, 5.16715], [-0.87547, 1.37593, -5.76283], [-1.33337, 2.23250, -4.69523], [-2.35316, 3.16246, -4.74661], [-2.46792, 3.70958, -3.52747], [-1.50550, 3.12220, -2.71145], [-0.78981, 2.19418, -3.44039], [0.46300, 1.20989, -2.99456], [-1.37967, 3.35441, -1.32454], [-2.49297, 3.75533, -0.59091], [-2.33261, 3.96253, 0.76556], [-1.08910, 3.75513, 1.33791], [-0.05068, 3.34540, 0.51764], [-0.18837, 3.15567, -0.79013], [-1.37263, 1.66323, -6.68670], [-1.08984, 0.33257, -5.53009], [0.20418, 1.47454, -5.86789], [-2.90709, 3.36155, -5.64674], [-3.11788, 4.49259, -3.18341], [-3.46037, 3.86943, -1.06006], [-3.17817, 4.25806, 1.37068], [-0.93240, 3.89459, 2.39853], [0.94025, 3.16044, 0.92074], [5.81643, -2.97138, -2.28834], [3.84009, -4.29063, -1.68302], [2.37738, -4.73537, -3.58042], [4.14944, -5.90719, 0.09159], [2.24768, -2.42724, -0.33378], [-3.07121, -2.73517, -2.70212], [-2.48859, -1.89498, -1.16623], [-3.91253, -0.75230, -0.90217], [-2.92809, -3.19346, 0.06213], [-4.09085, -3.10975, -2.58751], [-2.40285, -3.56631, -2.93063], [-3.03411, -2.03250, -3.53601], [-4.86578, -1.28294, -0.95968], [-3.88933, 0.03180, -1.66186], [-3.80757, -0.28622, 0.07920], [-4.00156, -3.39449, 0.05565], [-2.62522, -2.86601, 1.05767], [-2.38651, -4.11002, -0.17516]], "charge": -1, "multiplicity": 1, "largest_force_ha_per_bohr": 0.0415, "homo_lumo_gap_ev": 5.55, "e_above_lowest_kj_mol": 165.0, "energy_ev": -362564.85939}